Record 1
{"formula": "C5H7IN", "method": "ωB97M-V/def2-TZVPD", "total_energy_ha": -546.63996, "e_homo_ev": [-11.2, -13.6], "charge": 1, "molar_mass_g_mol": 208.0, "spin_multiplicity": 3, "e_above_lowest_kcal_mol": 36.9, "homo_lumo_gap_ev": [7.26, 7.72], "species": ["C", "C", "C", "C", "C", "N", "I", "H", "H", "H", "H", "H", "H", "H"], "coordinates": [[1.03090, -0.34107, -0.78128], [1.20114, 0.93882, -0.27808], [0.20947, 2.05942, -0.23109], [-0.12455, 0.87768, 0.53035], [-0.33907, -0.46363, -0.17584], [-0.43352, -1.64629, 0.73804], [-1.98486, -0.82681, -1.71129], [1.81751, -0.85030, -1.40489], [0.35449, 2.97164, 0.33243], [-0.13482, 2.22360, -1.35002], [-0.46425, 1.01820, 1.52766], [-0.59677, -2.67213, 0.41408], [-1.10261, -1.51320, 1.48486], [0.56694, -1.77593, 0.90507]], "mulliken_charge": [-0.927, 0.186, -0.523, -0.288, 0.252, -0.311, 0.131, 0.406, 0.308, 0.213, 0.400, 0.405, 0.343, 0.405]}

Record 2
{"formula": "C5H7IN2S", "method": "ωB97M-V/def2-TZVPD", "total_energy_ha": -1000.00226, "e_homo_ev": -7.8, "charge": 0, "molar_mass_g_mol": 254.1, "smiles": "CS[C@H]1NN=C/C1=C\\I", "spin_multiplicity": 1, "e_above_lowest_kcal_mol": 51.5, "homo_lumo_gap_ev": 7.98, "species": ["C", "C", "C", "C", "C", "N", "N", "S", "I", "H", "H", "H", "H", "H", "H", "H"], "coordinates": [[-1.10816, -1.01765, 0.61732], [0.34914, -0.43554, -0.99607], [-1.10609, -0.09584, -0.49075], [1.88589, 1.29155, 1.00941], [-2.15008, 0.57077, -1.04725], [-0.09550, -1.80954, 0.71206], [0.74426, -1.54849, -0.18232], [1.82054, 0.72038, -0.74309], [-4.14806, 0.55526, -0.06597], [-1.90102, -1.07543, 1.35782], [0.49945, -0.64188, -2.01136], [2.68787, 1.89731, 0.89682], [2.00842, 0.60203, 1.81742], [1.01789, 1.87218, 1.21523], [-2.02331, 1.36854, -1.77738], [1.51874, -2.25364, -0.31189]], "mulliken_charge": [-0.473, -0.225, 0.565, -0.899, -0.777, -0.673, 0.233, -0.099, -0.023, 0.387, 0.312, 0.373, 0.313, 0.290, 0.458, 0.238]}

Record 3
{"formula": "C5H7IN5", "method": "ωB97M-V/def2-TZVPD", "total_energy_ha": -765.83169, "e_homo_ev": -12.8, "charge": 1, "molar_mass_g_mol": 264.0, "spin_multiplicity": 1, "e_above_lowest_kcal_mol": 65.8, "homo_lumo_gap_ev": 8.24, "species": ["C", "C", "C", "C", "C", "N", "N", "N", "N", "N", "I", "H", "H", "H", "H", "H", "H", "H"], "coordinates": [[0.45480, -2.30508, 1.17103], [0.19476, -1.14959, 0.47041], [0.85076, -1.16896, -0.71515], [0.00504, 0.94282, -1.47184], [-1.32915, 0.38520, 0.45919], [1.31232, -3.04200, 0.39141], [1.53926, -2.36675, -0.77504], [0.81430, -0.09532, -1.63064], [-0.71092, 1.29095, -0.43177], [-1.55255, 0.90434, 1.76757], [-3.19615, -0.46529, -0.18690], [0.17543, -2.71756, 2.10315], [0.01977, 1.69655, -2.27440], [2.27431, -2.50944, -1.45038], [1.23514, -0.45690, -2.44923], [-1.27393, 2.14510, -0.35556], [-2.26618, 0.47372, 2.34777], [-0.85954, 1.11777, 2.45302]], "mulliken_charge": [-0.858, 0.764, -0.014, 0.031, -0.194, -0.562, 0.132, -0.032, -0.128, -0.543, 0.192, 0.479, 0.376, 0.233, 0.261, 0.386, 0.249, 0.228]}

Record 4
{"formula": "C5H7IO2", "method": "ωB97M-V/def2-TZVPD", "total_energy_ha": -642.72089, "e_homo_ev": [-8.3, -8.5], "charge": 0, "molar_mass_g_mol": 226.0, "spin_multiplicity": 1, "e_above_lowest_kcal_mol": 70.8, "homo_lumo_gap_ev": [7.03, 8.17], "species": ["C", "C", "C", "C", "C", "O", "O", "I", "H", "H", "H", "H", "H", "H", "H"], "coordinates": [[-0.06878, 0.33403, -0.04307], [0.77721, -0.63353, -0.24318], [-2.49938, -0.77862, 0.02522], [-0.29937, 1.74539, 0.39385], [2.24373, -0.44496, -0.13291], [-2.62016, -1.87036, 0.44400], [0.33056, -1.92663, -0.68832], [-4.04957, 0.56384, -0.28957], [0.39505, 2.27805, -0.14170], [-0.09663, 1.61825, 1.41161], [-1.36164, 2.02732, 0.42962], [2.71587, -0.14124, -1.10864], [2.90050, -1.28541, 0.15765], [2.33038, 0.38440, 0.53389], [-0.69777, -1.87052, -0.74845]], "mulliken_charge": [-0.146, 1.056, -0.023, -1.103, -1.167, -0.327, -0.455, 0.061, 0.387, 0.329, 0.203, 0.255, 0.343, 0.321, 0.267]}

Record 5
{"formula": "C5H7MgO3", "method": "ωB97M-V/def2-TZVPD", "total_energy_ha": -620.49622, "e_homo_ev": [-6.4, -9.3], "charge": 0, "molar_mass_g_mol": 139.4, "spin_multiplicity": 2, "homo_lumo_gap_ev": [5.50, 7.93], "species": ["C", "H", "H", "C", "H", "C", "C", "O", "C", "O", "O", "H", "H", "H", "H", "Mg"], "coordinates": [[-0.40726, 1.57087, 0.74687], [1.03942, 0.74935, 1.87783], [-1.41615, 2.00303, 0.77782], [-0.07909, 0.60332, 1.78398], [-0.60696, 0.78154, 2.73724], [-0.23600, 2.07615, -1.72937], [0.32372, 1.83394, -0.49044], [-1.15672, -2.27240, -0.34569], [-0.14496, -3.00438, -0.60468], [0.09451, -3.71989, -1.55045], [0.86978, -2.63273, 0.28288], [0.36786, 2.46621, -2.54993], [-1.25549, 1.75043, -1.95297], [1.38250, 2.09549, -0.36522], [1.75551, -2.85388, -0.02733], [-0.53067, -1.44706, 1.40946]], "mulliken_charge": [-0.424, 0.346, 0.333, -0.959, 0.437, -0.809, -0.039, -0.687, 1.000, -0.556, -0.478, 0.274, 0.262, 0.281, 0.317, 0.702]}

Record 6
{"formula": "C5H7N", "method": "ωB97M-V/def2-TZVPD", "total_energy_ha": -249.33115, "e_homo_ev": -9.1, "charge": 0, "molar_mass_g_mol": 81.1, "spin_multiplicity": 1, "e_above_lowest_kcal_mol": 89.2, "homo_lumo_gap_ev": 10.35, "species": ["C", "C", "C", "C", "N", "C", "H", "H", "H", "H", "H", "H", "H"], "coordinates": [[0.77020, -0.31190, -1.35995], [0.85611, -0.47180, 0.15561], [0.10314, 0.83815, 0.48436], [-0.88503, 0.03806, 1.31797], [-0.60446, -0.94307, 0.20865], [-0.53610, 0.22702, -0.78312], [1.45041, 0.37501, -1.87033], [0.66576, -1.26002, -1.89454], [1.62248, -0.96500, 0.75911], [0.51381, 1.84457, 0.62554], [-1.93072, 0.36865, 1.33026], [-0.58404, -0.32036, 2.30908], [-1.44156, 0.58070, -1.28266]], "mulliken_charge": [-0.733, -0.099, -0.508, -0.408, -0.558, -0.094, 0.289, 0.305, 0.449, 0.414, 0.246, 0.250, 0.446]}

Record 7
{"formula": "C5H7N", "method": "ωB97M-V/def2-TZVPD", "total_energy_ha": -249.38640, "e_homo_ev": -9.5, "charge": 0, "molar_mass_g_mol": 81.1, "spin_multiplicity": 1, "e_above_lowest_kcal_mol": 54.5, "homo_lumo_gap_ev": 10.69, "species": ["C", "C", "C", "C", "N", "C", "H", "H", "H", "H", "H", "H", "H"], "coordinates": [[-2.02719, 0.47465, -0.37773], [0.35649, -1.06805, 0.82799], [0.33823, -0.28476, -0.45914], [1.74620, 0.09472, 0.07350], [1.45334, -0.64454, 1.33471], [-0.73262, 0.76419, -0.29791], [-2.36259, -0.51150, -0.69642], [-2.79253, 1.18952, -0.09510], [-0.39371, -1.71207, 1.29159], [0.28317, -0.82356, -1.41245], [1.95842, 1.16185, 0.20024], [2.58029, -0.38220, -0.44757], [-0.40751, 1.74176, 0.05828]], "mulliken_charge": [-0.741, -0.057, 0.014, -0.564, -0.551, -0.230, 0.260, 0.265, 0.387, 0.406, 0.289, 0.269, 0.253]}

Record 8
{"formula": "C5H7N", "method": "ωB97M-V/def2-TZVPD", "total_energy_ha": -249.36612, "e_homo_ev": -9.3, "charge": 0, "molar_mass_g_mol": 81.1, "smiles": "C#C[C@@H]1N[C@@H]1C", "spin_multiplicity": 1, "e_above_lowest_kcal_mol": 67.2, "homo_lumo_gap_ev": 10.36, "species": ["C", "C", "N", "C", "C", "C", "H", "H", "H", "H", "H", "H", "H"], "coordinates": [[-1.14219, -0.88116, 0.41935], [-0.93281, 0.31819, -0.47033], [-0.60042, 1.59394, 0.14219], [0.42777, 0.90582, -0.64690], [1.55615, 0.16304, -0.12550], [2.47836, -0.56778, 0.13361], [-0.43874, -0.86323, 1.25829], [-2.15994, -0.85869, 0.82208], [-0.99976, -1.83046, -0.10803], [-1.61756, 0.39194, -1.31486], [-0.47388, 1.47633, 1.14414], [0.65739, 1.44088, -1.56561], [3.24565, -1.28882, 0.31157]], "mulliken_charge": [-1.294, 0.307, -0.597, -0.468, -0.594, 0.259, 0.336, 0.346, 0.302, 0.358, 0.293, 0.338, 0.413]}

Record 9
{"formula": "C5H7N", "method": "ωB97M-V/def2-TZVPD", "total_energy_ha": -249.25915, "e_homo_ev": -7.6, "charge": 0, "molar_mass_g_mol": 81.1, "spin_multiplicity": 1, "e_above_lowest_kcal_mol": 134.3, "homo_lumo_gap_ev": 8.85, "species": ["C", "C", "C", "C", "N", "C", "H", "H", "H", "H", "H", "H", "H"], "coordinates": [[0.56245, -1.20821, -0.18744], [1.26224, 0.01105, -0.72000], [0.68717, 1.16853, -0.41020], [-0.57842, 0.93978, 0.35489], [-1.25446, -0.25198, -0.12107], [-0.52694, -0.29810, 1.17090], [1.11607, -1.86188, 0.44606], [0.13318, -1.80539, -1.04281], [2.17496, -0.09164, -1.30390], [1.07214, 2.15354, -0.64767], [-1.25400, 1.75796, 0.57891], [-2.24204, -0.26515, -0.23127], [-1.15236, -0.24851, 2.11359]], "mulliken_charge": [-0.405, -0.287, -0.476, 0.001, -0.454, -0.554, 0.342, 0.210, 0.373, 0.415, 0.397, 0.181, 0.256]}

Record 10
{"formula": "C5H7N", "method": "ωB97M-V/def2-TZVPD", "total_energy_ha": -249.23830, "e_homo_ev": -8.2, "charge": 0, "molar_mass_g_mol": 81.1, "spin_multiplicity": 1, "e_above_lowest_kcal_mol": 147.4, "homo_lumo_gap_ev": 9.07, "species": ["C", "C", "C", "N", "C", "C", "H", "H", "H", "H", "H", "H", "H"], "coordinates": [[0.08294, 0.72395, -1.39125], [-1.20021, 0.76133, -1.00611], [-1.36351, 0.37789, 0.41676], [-0.04170, 0.03370, 1.07232], [1.03965, 0.19095, 0.20700], [0.65275, -1.17262, 0.67036], [0.64338, 1.22430, -2.17365], [-1.73568, 1.25979, 0.94947], [-2.08829, -0.42613, 0.59167], [1.93989, 0.76695, 0.39665], [0.69548, -0.22170, -1.11425], [1.21019, -1.69595, 1.44593], [0.16511, -1.82246, -0.06489]], "mulliken_charge": [-0.528, -0.378, -0.212, -0.286, -0.214, -0.486, 0.388, 0.263, 0.309, 0.365, 0.256, 0.263, 0.261]}